1.
C37H87Cl3N2O16 | the ωB97M-V functional and the def2-TZVPD basis

Structure (XYZ):
```
145
C37H87Cl3N2O16, DFT the ωB97M-V functional and the def2-TZVPD basis
Cl 0.316 -27.881 -1.465
C 0.059 -27.863 -3.240
Cl -0.254 -26.200 -3.777
Cl -1.380 -28.790 -3.703
H 0.904 -28.256 -3.776
C -0.377 -32.693 -4.203
O 0.231 -32.447 -5.422
C 1.319 -31.603 -5.202
C 2.052 -31.459 -6.572
O 1.309 -30.450 -7.253
C 2.049 -30.278 -8.415
H -0.769 -31.715 -3.821
H 0.236 -33.159 -3.468
H -1.219 -33.339 -4.400
H 2.011 -32.111 -4.474
H 1.134 -30.538 -4.885
H 2.000 -32.426 -7.072
H 3.095 -31.179 -6.444
H 1.946 -31.201 -8.945
H 3.102 -30.127 -8.351
H 1.593 -29.424 -8.948
C 0.957 -23.006 -5.377
O -0.331 -23.136 -4.802
C -1.343 -22.542 -5.675
C -2.670 -22.507 -4.910
O -3.743 -21.942 -5.691
C -5.019 -22.387 -5.297
H 0.899 -23.400 -6.413
H 1.624 -23.644 -4.837
H 1.274 -21.984 -5.478
H -1.359 -23.208 -6.538
H -1.082 -21.508 -6.026
H -2.485 -21.893 -4.034
H -2.974 -23.509 -4.584
H -5.686 -22.230 -6.125
H -5.419 -21.956 -4.366
H -5.088 -23.437 -5.044
C 4.413 -27.389 -10.095
O 4.693 -26.171 -9.468
C 3.534 -25.351 -9.513
C 3.861 -24.046 -8.785
O 4.008 -24.324 -7.378
C 4.034 -23.098 -6.621
H 5.287 -28.062 -10.062
H 4.011 -27.317 -11.106
H 3.633 -27.900 -9.533
H 2.745 -25.925 -9.000
H 3.195 -25.067 -10.534
H 3.025 -23.295 -8.936
H 4.813 -23.667 -9.124
H 4.866 -22.471 -6.858
H 4.147 -23.504 -5.603
H 3.071 -22.593 -6.773
C 6.800 -25.720 -5.435
O 7.850 -25.857 -6.339
C 7.290 -25.376 -7.631
C 8.406 -25.468 -8.625
O 9.478 -24.644 -8.372
C 9.259 -23.316 -8.076
H 5.896 -26.358 -5.670
H 6.427 -24.683 -5.381
H 7.207 -25.979 -4.508
H 6.911 -24.378 -7.419
H 6.435 -26.038 -7.764
H 8.163 -25.435 -9.663
H 8.769 -26.480 -8.433
H 8.843 -23.107 -7.079
H 8.532 -22.897 -8.766
H 10.179 -22.765 -8.164
C 2.214 -26.563 1.313
O 2.718 -26.700 0.013
C 3.582 -25.661 -0.408
C 4.907 -26.304 -0.629
O 5.964 -25.313 -0.740
C 5.877 -24.520 -1.855
H 1.545 -25.708 1.346
H 3.038 -26.413 2.050
H 1.717 -27.527 1.544
H 3.572 -24.795 0.279
H 3.094 -25.275 -1.303
H 4.830 -26.924 -1.505
H 5.082 -26.879 0.248
H 6.720 -23.824 -1.765
H 4.969 -24.007 -1.865
H 5.986 -25.037 -2.804
C 4.699 -33.365 -3.411
O 4.875 -33.104 -4.769
C 5.885 -32.082 -4.837
C 6.146 -31.857 -6.355
O 5.594 -30.557 -6.642
C 6.073 -30.048 -7.886
H 5.589 -33.425 -2.817
H 4.141 -34.296 -3.306
H 4.091 -32.591 -2.897
H 6.783 -32.309 -4.252
H 5.486 -31.198 -4.304
H 5.709 -32.658 -6.953
H 7.242 -31.776 -6.541
H 5.665 -29.072 -8.140
H 5.801 -30.735 -8.720
H 7.215 -29.935 -7.782
C 3.680 -29.108 -2.606
O 3.375 -28.018 -3.509
C 3.721 -28.491 -4.863
C 3.103 -27.512 -5.876
O 1.720 -27.793 -5.811
C 1.024 -27.025 -6.774
H 3.733 -28.688 -1.588
H 4.699 -29.591 -2.882
H 2.927 -29.849 -2.610
H 3.331 -29.521 -4.973
H 4.788 -28.672 -4.932
H 3.533 -27.550 -6.875
H 3.356 -26.528 -5.508
H 1.029 -25.958 -6.580
H 0.014 -27.328 -6.638
H 1.400 -27.275 -7.804
C 8.712 -28.225 -4.285
O 8.925 -29.453 -4.924
C 10.126 -30.160 -4.476
C 9.872 -30.706 -3.038
O 9.099 -31.859 -3.202
C 8.750 -32.532 -2.053
H 9.003 -28.293 -3.221
H 7.646 -28.068 -4.417
H 9.260 -27.463 -4.825
H 10.931 -29.431 -4.472
H 10.332 -30.993 -5.137
H 9.330 -29.935 -2.500
H 10.779 -30.995 -2.493
H 9.632 -33.008 -1.592
H 7.989 -33.223 -2.351
H 8.434 -31.851 -1.251
C -2.336 -25.725 -7.099
C -3.839 -25.440 -7.239
N -4.953 -25.264 -7.421
H -1.994 -25.525 -6.067
H -1.748 -25.112 -7.777
H -2.124 -26.747 -7.362
C -1.258 -23.168 -12.027
C -0.856 -23.546 -10.637
N -0.478 -23.845 -9.598
H -1.872 -23.942 -12.445
H -0.415 -22.927 -12.654
H -1.900 -22.284 -11.871
```

## Properties
Electronic energy   -4155.4132 a.u.
HOMO level   -9.322 eV

Here are the Löwdin charges for atoms 1 to 5, given in e: atom 1 (Cl): 0.57, atom 2 (C): -1.47, atom 3 (Cl): 0.58, atom 4 (Cl): 0.54, atom 5 (H): -0.03

---

2.
C37H88F5N8O10PS2 | the ωB97M-V functional and the def2-TZVPD basis

Structure (XYZ):
```
151
C37H88F5N8O10PS2, DFT the ωB97M-V functional and the def2-TZVPD basis
H 5.151 -1.819 1.901
N 4.193 -2.171 1.853
C 3.725 -2.020 0.694
C 2.355 -2.563 0.377
C 1.404 -1.664 -0.495
C 2.222 -1.421 -1.811
C 1.814 -0.988 -3.281
N 1.886 0.476 -3.446
N 2.809 -1.687 -4.097
N 0.539 -1.414 -3.806
C 0.843 -0.395 0.321
C 1.972 0.679 0.505
C 2.305 1.732 -0.559
O 3.591 1.414 -1.089
C 2.422 3.145 0.013
F 2.437 4.027 -1.007
F 1.423 3.503 0.811
F 3.538 3.326 0.692
P 0.540 -0.763 2.180
N -0.080 0.339 3.093
C -0.457 0.146 -0.361
F -0.144 0.401 -1.697
S -1.075 1.708 0.346
C -1.640 -0.854 -0.489
F -1.965 -1.292 0.764
C -2.864 -0.349 -1.246
C -4.233 -0.222 -0.528
N -5.176 0.396 -1.483
N -4.694 -1.586 -0.222
N -4.231 0.665 0.618
O -1.169 -1.977 -1.267
S 0.058 -2.877 -0.793
O -0.299 -3.507 0.437
O 0.397 -3.666 -1.927
H 4.292 -1.540 -0.109
H 2.516 -3.490 -0.190
H 1.896 -2.874 1.311
H 2.688 -2.396 -1.969
H 3.030 -0.734 -1.546
H 2.759 0.700 -3.911
H 1.133 0.756 -4.065
H 2.699 -1.391 -5.063
H 3.754 -1.478 -3.790
H -0.247 -1.081 -3.265
H 0.511 -2.422 -3.866
H 2.898 0.118 0.631
H 1.821 1.178 1.468
H 1.593 1.751 -1.387
H 3.713 1.904 -1.914
H 1.845 -1.125 2.537
H -0.105 -1.993 2.216
H -0.340 1.214 2.664
H -0.705 2.423 -0.721
H -2.610 0.586 -1.748
H -3.055 -1.097 -2.026
H -4.812 0.352 -2.429
H -5.230 1.383 -1.246
H -4.951 -1.683 0.754
H -3.965 -2.266 -0.396
H -5.124 0.607 1.099
H -3.493 0.458 1.279
C -3.551 6.863 -2.768
C -2.926 5.997 -1.687
O -2.269 4.841 -2.181
C -1.190 5.074 -3.069
C -0.058 5.892 -2.470
H -4.224 6.270 -3.389
H -4.124 7.668 -2.306
H -2.802 7.322 -3.414
H -3.701 5.608 -1.027
H -2.246 6.593 -1.068
H -1.544 5.540 -3.996
H -0.831 4.077 -3.332
H -0.361 6.918 -2.258
H 0.777 5.933 -3.170
H 0.294 5.442 -1.540
C -8.674 4.711 1.474
C -8.009 4.040 0.284
O -7.532 2.733 0.546
C -8.507 1.782 0.938
C -9.584 1.531 -0.102
H -8.005 4.710 2.335
H -8.916 5.745 1.224
H -9.603 4.216 1.760
H -7.121 4.601 -0.009
H -8.687 4.039 -0.578
H -8.955 2.069 1.896
H -7.945 0.862 1.108
H -10.214 2.407 -0.265
H -10.231 0.717 0.228
H -9.129 1.250 -1.053
C 8.731 -0.662 1.084
C 8.164 -1.558 2.169
O 7.403 -2.653 1.680
C 8.096 -3.574 0.855
C 9.266 -4.258 1.540
H 7.936 -0.321 0.417
H 9.195 0.212 1.543
H 9.486 -1.168 0.480
H 7.466 -0.991 2.787
H 8.962 -1.906 2.834
H 8.428 -3.089 -0.070
H 7.344 -4.313 0.578
H 10.070 -3.561 1.776
H 9.677 -5.025 0.883
H 8.940 -4.733 2.466
C 9.579 3.931 4.982
C 9.996 3.083 3.793
O 8.928 2.382 3.178
C 7.886 3.182 2.643
C 8.334 4.131 1.546
H 9.041 3.326 5.713
H 10.464 4.351 5.462
H 8.937 4.764 4.689
H 10.684 2.302 4.118
H 10.530 3.696 3.058
H 7.375 3.735 3.439
H 7.168 2.465 2.243
H 9.004 4.907 1.919
H 7.464 4.628 1.113
H 8.850 3.585 0.755
C -2.312 -4.946 2.758
C -3.164 -3.813 2.225
O -4.563 -4.051 2.243
C -5.132 -4.265 3.523
C -4.980 -3.089 4.472
H -2.540 -5.871 2.226
H -1.262 -4.706 2.588
H -2.451 -5.122 3.826
H -2.922 -3.660 1.175
H -2.928 -2.877 2.748
H -4.724 -5.175 3.979
H -6.189 -4.452 3.328
H -3.939 -2.909 4.744
H -5.532 -3.284 5.393
H -5.377 -2.178 4.019
C -5.377 -4.698 -1.795
C -5.307 -3.734 -2.963
O -3.979 -3.377 -3.332
C -3.134 -4.444 -3.728
C -3.626 -5.205 -4.947
H -4.809 -4.302 -0.953
H -6.412 -4.827 -1.478
H -4.981 -5.686 -2.038
H -5.769 -2.788 -2.681
H -5.863 -4.131 -3.821
H -2.966 -5.135 -2.893
H -2.175 -3.972 -3.946
H -4.551 -5.747 -4.747
H -2.875 -5.935 -5.251
H -3.803 -4.521 -5.778
```

## Properties
Electronic energy   -4289.9304 a.u.
HOMO level   -8.671 eV

Here are the Löwdin charges for atoms 1 to 5, given in e: atom 1 (H): 0.04, atom 2 (N): 0.14, atom 3 (C): -0.25, atom 4 (C): -0.18, atom 5 (C): -0.34

---

| no. | orbital gap (eV) | LUMO level (eV) |
| --- | --- | --- |
| 1 | 9.62 | 0.302 |
| 2 | 8.92 | 0.248 |